[1]
Density functional theory data (ωB97M-V/def2-TZVPD) for C5H18B2N2O4Ta as an isolated structure.

Computed properties:
* LUMO level: 2.4672 eV
* Kohn-Sham gap: 6.713 eV
* net charge: -1
* E: -19547.905 eV

Last column: Löwdin charge in e.
Cartesian coordinates (Å):
Ta 0.1425 0.3362 -0.9021  1.360
O 1.3197 -1.5681 1.4625  -0.039
O -0.6631 -2.9382 -0.5138  -0.011
O -4.6570 1.5380 -0.5495  -0.005
O -2.2544 -1.6773 -1.9241  -0.051
N -4.2124 -0.1950 1.0623  0.064
N 3.2496 -0.2707 0.5101  -0.227
C 4.0433 -1.1139 -0.4106  -0.141
C -2.4726 1.7880 0.5195  -0.229
C 3.5909 1.1693 0.4413  -0.152
C -3.8630 1.0360 0.2919  -0.400
C -1.2610 0.7957 0.9277  -0.408
B 1.7814 -0.5648 0.4881  -0.653
B -1.0336 -1.6796 -1.1168  -0.713
H -1.1174 1.0894 -2.0828  -0.134
H 3.8300 -2.2283 -0.2939  0.095
H 2.7121 1.8847 0.4592  0.033
H -2.6380 2.5996 1.2976  0.104
H -1.5168 -3.3756 -0.2730  0.085
H 4.2217 1.4198 1.3766  0.081
H 3.9993 -0.7693 -1.5102  0.086
H -5.1245 -0.0279 1.5140  0.071
H 4.2978 1.3250 -0.4511  0.085
H 1.2285 -0.0099 -2.3561  -0.144
H -4.3295 -0.9617 0.3818  0.078
H 1.3731 -1.1270 2.3387  0.080
H 0.8026 2.0702 -0.6814  -0.147
H -0.6929 1.3351 1.7745  0.035
H 5.1495 -0.9849 -0.1033  0.084
H -1.6203 -0.1974 1.3664  0.030
H -2.1868 2.2537 -0.4809  0.054
H -2.0988 -0.9510 -2.5625  0.026

=====

[2]
Density functional theory data (ωB97M-V/def2-TZVPD) for a 7-piece molecular cluster, C42H35F7 overall.

Computed properties:
* SMILES: Fc1ccccc1.Fc1ccccc1.Fc1ccccc1.Fc1ccccc1.Fc1ccccc1.Fc1ccccc1.Fc1ccccc1
* LUMO level: 0.6271 eV
* Kohn-Sham gap: 9.817 eV
* E: -63142.921 eV

Last column: Löwdin charge in e.
Cartesian coordinates (Å):
F -3.1761 3.7950 1.4432  0.054
F -4.9478 3.2366 -1.1653  0.055
F -0.1113 -3.0637 7.0322  0.072
F 0.9053 -1.9016 1.3983  0.047
F -1.6937 -1.9549 -3.3332  0.050
F 5.1884 -3.2254 -0.0632  0.034
F 6.4910 -2.2540 -2.6432  0.063
C -1.5643 5.7450 -1.1947  -0.082
C -0.2351 5.5939 -0.8445  -0.098
C -0.0700 -1.0256 1.0751  -0.275
C -2.1341 -4.5443 -5.7869  -0.093
C -1.8105 0.5129 1.6883  -0.073
C 0.2166 -4.0397 -5.6203  -0.064
C 5.4076 -1.3354 -4.5202  -0.013
C -8.4918 3.1620 -0.4767  -0.074
C -2.2454 4.4319 0.7171  -0.279
C 6.6364 -1.3118 2.6309  -0.093
C 2.4721 -0.6382 6.2398  -0.085
C 1.8554 -1.8403 6.6084  -0.002
C 4.1325 -2.0194 1.6637  -0.013
C -0.3400 -0.8515 -0.2693  -0.003
C -2.5595 5.1651 -0.4215  -0.022
C -0.8262 -4.7677 -6.2024  -0.090
C -0.2741 -0.9619 5.9694  -0.026
C -0.8091 -0.3852 2.0563  -0.011
C 0.4704 -1.9641 6.5381  -0.290
C 5.3572 -1.8363 -3.2269  -0.280
C 0.0901 4.9094 0.3212  -0.085
C 3.0138 -0.9087 -4.4375  -0.104
C 4.2288 -1.2360 2.8194  -0.058
C -1.4112 -2.9276 -4.2304  -0.276
C -6.0990 2.9672 -0.5244  -0.286
C -1.3757 0.0249 -0.6654  -0.056
C -0.8995 4.2908 1.0657  -0.022
C 1.6892 0.3782 5.7035  -0.109
C -2.0440 0.7325 0.3258  -0.096
C 4.2240 -0.8658 -5.1147  -0.084
C 4.1908 -1.7462 -2.4778  0.003
C -2.4250 -3.7013 -4.7418  -0.027
C -7.2879 3.3408 -1.1416  -0.016
C -7.3052 2.1756 1.3954  -0.078
C -6.1142 2.3682 0.7047  -0.024
C 6.5642 -2.0444 1.4414  0.002
C 5.5036 -0.8269 3.2444  -0.102
C -0.1033 -3.0850 -4.6633  -0.011
C 0.3351 0.1955 5.4758  -0.096
C -8.4698 2.5827 0.7950  -0.104
C 3.0028 -1.3489 -3.1081  -0.073
C 5.2850 -2.4286 1.0271  -0.279
H -0.6233 3.5681 1.8236  0.109
H -9.3883 2.3837 1.3344  0.101
H 5.6093 -0.2507 4.1544  0.094
H 0.2295 -1.3900 -1.0143  0.097
H 3.1350 -2.2760 1.3340  0.096
H -9.4104 3.4854 -0.9431  0.103
H -2.2914 1.1399 2.4258  0.100
H 7.6000 -1.0958 3.0736  0.103
H -7.3002 3.7579 -2.1398  0.115
H -2.9798 -5.0618 -6.2218  0.106
H 4.2076 -1.9672 -1.4193  0.091
H -1.7913 6.3391 -2.0691  0.105
H 0.6209 -2.3692 -4.2978  0.084
H -3.6063 5.3217 -0.6461  0.108
H 7.4122 -2.3570 0.8505  0.116
H -3.4294 -3.4281 -4.4430  0.121
H 0.5950 5.9361 -1.4476  0.101
H -0.5488 -0.6007 3.0841  0.089
H 4.3637 -0.3746 -6.0684  0.101
H 2.1211 -1.2461 -2.4903  0.085
H 1.1244 4.7788 0.6078  0.104
H 3.3502 -0.8810 3.3385  0.089
H -1.6344 0.1604 -1.7045  0.098
H 2.1823 1.3063 5.4437  0.102
H 2.1030 -0.5784 -4.9169  0.097
H 3.5200 -0.4125 6.3746  0.102
H -0.2750 0.9929 5.0761  0.104
H -5.1444 2.2023 1.1594  0.102
H -7.2579 1.7780 2.3983  0.108
H 6.3546 -1.3602 -5.0411  0.113
H -2.9101 1.3262 0.0589  0.088
H -0.7035 -5.4638 -7.0204  0.100
H 2.4745 -2.6331 7.0070  0.115
H -1.3448 -1.0882 5.8658  0.119
H 1.2001 -4.2102 -6.0339  0.106

=====

[3]
Density functional theory data (ωB97M-V/def2-TZVPD) for a 8-piece molecular cluster, C41H64ClN2O24 overall.

Computed properties:
* LUMO level: -2.9606 eV
* Kohn-Sham gap: 8.610 eV
* net charge: +1
* E: -108186.133 eV

Last column: Löwdin charge in e.
Cartesian coordinates (Å):
Cl -3.8947 -1.5380 -0.7841  0.691
O -5.6998 0.2913 -5.3953  0.084
O 1.5914 -3.3984 4.6151  0.146
O 2.9680 -8.2613 1.3329  0.143
O -3.8084 1.5061 -5.0369  0.125
O -5.0015 2.2615 0.9462  0.015
O -1.4457 -0.7538 -1.8048  -0.124
O 1.1846 -4.8541 2.9187  0.006
O -9.3091 5.9273 -5.8426  0.070
O -8.5198 4.1762 -7.0551  0.137
O 4.0630 0.4451 6.0272  0.101
O 10.7916 0.7481 4.5660  0.085
O 3.0788 -7.2475 -0.6971  0.064
O -5.8466 2.5127 -5.0748  0.061
O 4.5909 -6.7306 0.8874  0.091
O 0.2692 -5.2193 4.9425  0.092
O 12.6870 1.9537 4.9154  0.155
O 5.7497 0.3240 4.5079  0.140
O -7.2188 6.0012 -6.6715  0.090
O 5.1817 0.4273 -1.4591  0.082
O 3.8508 -0.7700 -2.8223  0.061
O 0.7311 -1.6639 0.9098  -0.240
O 4.4186 -1.6063 -0.7876  0.129
O 10.6545 2.9675 4.9160  0.061
O 3.9627 1.6802 4.1487  0.038
N -2.2594 1.6476 -0.3226  0.084
N -6.2990 0.3928 0.2679  -0.232
C -4.6157 1.5797 -1.4650  -0.031
C -7.9050 -0.2003 -6.2802  -0.011
C 5.5554 -4.7029 -0.0336  -0.017
C -0.7955 1.1905 -0.3390  -0.174
C 0.7287 -6.1987 2.9399  -0.108
C -7.4994 7.2808 -6.1103  -0.342
C 1.0636 -4.3935 4.1985  -0.519
C -7.0871 2.0814 -5.6186  -0.120
C -2.8575 -0.4294 -1.8179  -0.557
C 9.4087 2.5467 4.3827  -0.118
C 5.0890 2.6092 -2.5144  -0.017
C -0.1999 1.6688 1.1159  -0.113
C 11.4933 1.8949 4.8117  -0.529
C 9.4095 1.0770 4.6794  -0.341
C 3.8759 0.5597 -3.3185  -0.113
C 3.7204 -6.0479 -1.1021  -0.111
C 4.6941 0.7748 4.8627  -0.503
C -6.0255 -0.3393 1.5531  -0.134
C 3.4970 -7.4892 0.5795  -0.525
C 2.6547 1.1826 1.2895  0.119
C 0.5966 -1.1396 -0.4652  -0.114
C -0.2833 -6.1799 4.0458  -0.341
C -0.8401 -0.4119 -0.5097  -0.214
C -7.6629 1.0215 0.4491  -0.096
C 5.1322 1.1075 -2.7105  -0.340
C -0.4473 -7.5261 4.7210  -0.016
C 1.4171 1.6425 1.1495  -0.073
C 2.6618 1.6698 4.7170  -0.131
C -3.0449 1.1547 -1.5036  -0.211
C 4.4800 -0.7344 -1.6118  -0.527
C -7.0853 0.6168 -5.3028  -0.341
C -6.2817 7.8494 -5.4109  -0.021
C -5.0050 1.4426 -5.1558  -0.541
C 1.7730 -2.6908 0.9544  -0.093
C -8.6254 6.9731 -5.1693  -0.113
C -5.2980 1.4552 -0.0134  -0.337
C 4.9967 -6.0830 -0.3162  -0.338
C 2.9369 1.3099 6.1463  -0.339
C 8.5753 0.2756 3.7017  -0.030
C -8.3651 5.2651 -6.5714  -0.516
C 1.7742 0.6033 6.8131  -0.014
H -5.0354 -0.0622 2.0679  0.092
H -2.6047 1.7044 -2.4363  0.182
H 2.9700 1.0726 -2.9767  0.136
H 3.7144 0.7684 1.5245  0.103
H -3.2132 -0.5743 -2.9202  0.154
H 3.2364 2.1868 6.7316  0.162
H 5.7531 -6.7076 -0.8048  0.162
H -2.6314 1.3686 0.6045  0.168
H 1.4954 -0.4635 -0.7053  0.122
H -7.9107 1.5776 -0.5418  0.104
H -7.4162 0.4258 -4.2750  0.155
H 6.0731 2.9822 -2.2175  0.091
H -0.2135 1.7227 -1.1906  0.189
H 7.5724 0.6969 3.5965  0.055
H -4.6599 2.6932 -1.7897  0.149
H -8.3973 0.1333 0.6210  0.114
H 0.5333 -2.0835 -1.1506  0.159
H 0.2915 -6.4812 1.9799  0.148
H 2.1812 2.6453 4.6176  0.142
H -8.0033 -1.2303 -5.9260  0.088
H -1.4485 -0.8224 0.3963  0.160
H -5.5515 8.2013 -6.1449  0.088
H -7.0848 2.2932 -6.6921  0.139
H 1.6490 -0.4093 6.4179  0.093
H 5.6237 -4.1073 -0.9475  0.083
H -8.2872 6.5950 -4.1983  0.142
H 8.4778 -0.7584 4.0439  0.090
H 6.5562 -4.7798 0.4006  0.090
H -0.5113 2.7929 1.2016  0.124
H -6.5508 8.6899 -4.7658  0.093
H 3.9011 0.5721 -4.4100  0.147
H 0.8416 1.1572 6.6760  0.090
H 4.7919 3.1213 -3.4334  0.094
H -1.2976 -7.5054 5.4085  0.086
H -6.9180 -0.3049 2.3046  0.106
H 2.3577 -2.7605 -0.0545  0.081
H 3.8946 -6.0395 -2.1800  0.145
H 2.0611 0.9209 4.1895  0.130
H 1.9568 0.5006 7.8863  0.090
H 3.0728 -5.2043 -0.8386  0.130
H 9.0507 0.2361 2.7166  0.093
H -7.9240 2.6065 -5.1551  0.140
H -7.6343 1.7439 1.3532  0.108
H 2.5171 -2.4288 1.8159  0.118
H -0.6915 1.1110 1.9957  0.139
H 4.9382 -4.1683 0.6945  0.088
H 1.3454 -3.7433 1.2107  0.092
H -5.7793 7.0853 -4.8102  0.091
H -5.9305 -1.4695 1.2677  0.078
H -7.8211 7.9479 -6.9180  0.164
H 4.3954 2.8827 -1.7135  0.088
H 1.5852 -6.8491 3.1465  0.139
H -5.2385 0.9028 -2.1808  0.139
H -9.2804 7.8316 -5.0079  0.146
H 6.0170 0.8244 -3.2916  0.165
H -2.2032 2.6967 -0.3370  0.199
H -0.6185 -8.3193 3.9886  0.095
H -7.4178 -0.2502 -7.2582  0.099
H 0.4334 -7.7772 5.3191  0.098
H 9.3987 2.7720 3.3106  0.141
H 9.0905 0.8741 5.7081  0.163
H 8.5786 3.0685 4.8635  0.140
H -1.2536 -5.8076 3.6971  0.159
H -8.9079 0.2168 -6.4027  0.098

=====

[4]
Density functional theory data (ωB97M-V/def2-TZVPD) for C19H35Al2BBrCaCl6CsF6N5O14P2S2 as an isolated structure.

Computed properties:
* LUMO level: -3.4100 eV
* Kohn-Sham gap: 1.003 eV
* net charge: -1
* E: -290949.005 eV

Last column: Löwdin charge in e.
Cartesian coordinates (Å):
Cs 5.5827 0.0795 -0.6811  1.547
Br 11.5827 1.7565 -0.6559  0.097
Ca -3.1173 4.7437 -3.9299  0.547
Cl 0.1856 -7.7327 2.3119  0.547
Cl -0.4173 2.5512 6.1133  0.155
Cl 1.8594 -5.3869 1.9100  0.567
Cl -2.0517 2.4624 -3.7244  0.273
Cl -0.7320 -5.1205 3.2059  0.563
Cl -0.5820 -5.7147 0.3616  0.560
S -2.8580 3.0020 5.1055  0.442
S -4.7417 4.4739 4.0879  0.515
P 1.3241 -1.8610 0.5441  0.868
P -7.1640 -2.9440 -2.6632  -0.105
Al 1.3827 -2.6399 -3.0389  0.945
Al 9.7827 3.8572 1.2761  0.052
F 8.2098 3.3299 0.5749  -0.266
F -2.8525 1.7053 6.0475  -0.268
F 10.5416 5.0817 0.1952  -0.266
F 9.5028 4.5821 2.9009  -0.259
F 10.8767 2.4352 1.4335  -0.446
F -4.0300 5.6578 4.8856  -0.195
O -6.6944 -2.1462 -3.8906  -0.196
O -6.2625 -4.1756 -2.4769  -0.228
O -8.6173 -3.4002 -2.8732  -0.181
O -4.1605 4.5945 2.7564  -0.332
O 0.5096 -2.4125 1.7811  -0.352
O 2.9734 -1.9598 1.2156  -0.218
O -2.1561 3.9498 5.9642  -0.467
O -2.1689 -1.4983 0.9317  0.050
O 3.2503 -0.5032 -1.3156  -0.553
O -2.8254 -2.6846 -5.6619  -0.308
O 1.3855 -3.2170 -0.6094  -0.324
O -7.0823 -2.0544 -1.4117  -0.237
O -2.1057 2.4955 3.9636  -0.403
O -6.1432 4.8838 4.1681  -0.304
N -4.4077 3.1908 4.9329  -0.286
N -2.1926 -1.8150 -1.4995  -0.118
N -0.6312 0.2061 -0.4711  0.008
N 5.7185 1.3276 3.1401  0.033
N -0.9134 3.5653 -0.7321  -0.056
C -3.4006 -3.8674 -5.5052  -0.443
C 5.5413 1.7367 1.7166  -0.212
C 0.8553 -0.2025 -0.2075  -0.230
C -3.4860 1.7513 -1.4421  -0.140
C 3.7700 -1.3892 -2.4071  -0.257
C 4.2333 1.7398 0.7506  -0.297
C 1.8707 -0.1380 -1.5366  -0.199
C -0.9175 0.6459 -1.9074  -0.159
C 0.1827 -5.9887 1.9473  -1.970
C 4.5047 0.7816 3.8108  -0.041
C -1.0396 2.8045 0.5434  -0.221
C 0.2734 1.0688 1.7750  -0.070
C 2.8234 1.1479 1.4307  -0.081
C -3.6020 -2.2902 -1.2272  -0.033
C -1.3175 -2.8045 -2.1683  -0.103
C 1.4408 1.1122 0.6203  -0.171
C 3.0906 0.6994 3.0107  0.022
C -0.9536 1.2272 0.6413  -0.179
C -2.3467 1.1508 -2.3840  -0.539
B -1.5948 -1.0109 -0.3793  -0.476
H 3.2797 -1.1668 -3.4518  0.085
H -4.0253 -4.0107 -4.6072  0.038
H -2.0844 3.1594 1.0101  0.158
H 0.1008 3.6836 -1.0273  0.080
H -2.7377 -4.7466 -5.4352  0.041
H 1.6447 -4.0530 -0.1157  0.020
H 0.2968 1.7955 2.6835  0.146
H -0.0390 0.0612 2.2736  0.140
H 1.4181 -0.9183 -2.3187  -0.047
H -4.0973 -4.1992 -6.2937  0.067
H 2.9411 -1.9674 2.2146  0.089
H -1.1950 -3.7756 -1.4920  0.091
H 3.6422 -2.5337 -2.1443  0.081
H -4.1758 -2.5626 -2.2103  0.111
H -4.5641 1.5986 -1.9314  0.127
H -3.5530 -3.2038 -0.4762  0.124
H -1.8436 -3.1554 -3.1706  0.134
H -1.8776 0.9776 1.3562  0.186
H 6.5311 2.1594 1.1951  0.092
H 1.5322 2.0692 -0.0877  0.175
H 1.8994 0.9571 -2.0145  0.180
H -0.2759 -2.3408 -2.4897  -0.118
H -0.2456 3.3309 1.2693  0.153
H -3.4281 2.9226 -1.2196  0.063
H -0.1738 1.5492 -2.1637  0.120
H 4.2641 2.1204 -0.3705  0.053
H 4.5622 0.4248 4.9481  0.138
H -3.5800 1.2510 -0.3625  0.113
H -4.2367 -1.4566 -0.6557  0.131
H -1.3374 4.5291 -0.5801  0.088
H -2.8533 0.2631 -3.0085  0.153
H -0.5878 -0.1754 -2.7150  0.148
H 2.1717 0.2652 3.6367  0.118
H -1.9907 -2.4779 1.0398  0.110
H 4.9298 -1.2137 -2.5392  0.010

=====

[5]
Density functional theory data (ωB97M-V/def2-TZVPD) for C8H24ClI2InOP2S as an isolated structure.

Computed properties:
* LUMO level: -9.1782 eV
* Kohn-Sham gap: 4.023 eV
* net charge: +2
* E: -74025.719 eV

Last column: Löwdin charge in e.
Cartesian coordinates (Å):
I 1.5182 1.4346 0.2120  0.214
I -1.1883 0.4490 1.4608  0.548
In 0.8227 -2.1699 -2.2949  0.620
Cl 1.3998 -4.4031 -2.8353  0.054
S -1.1953 3.0555 1.8919  0.465
P 1.6142 -2.0952 0.8411  0.689
P -0.8175 -0.2699 -3.0489  0.753
O -1.2519 4.0460 0.8206  -0.391
C -1.3478 1.2448 -2.1816  -0.289
C -2.4989 3.2881 3.1011  -0.199
C 1.0387 -3.7081 1.5254  -0.269
C 3.3919 -2.5443 0.6726  -0.269
C 0.2528 3.3443 2.8458  -0.268
C -2.4446 -0.9891 -3.4850  -0.223
C 1.7674 -1.2617 2.4729  -0.348
C -0.3139 0.4426 -4.6629  -0.226
H 0.2001 2.7227 3.7392  0.078
H 2.3563 -1.8871 3.1528  0.072
H -2.3608 -2.0712 -3.6155  0.053
H 0.8797 -4.4238 0.7111  0.039
H 3.5335 -3.1328 -0.2437  0.040
H 3.9562 -1.6061 0.6214  0.055
H -3.3942 2.8131 2.6964  0.067
H -1.8258 1.9394 -2.8901  0.094
H 0.2330 4.4117 3.0820  0.095
H -2.6482 4.3688 3.2088  0.092
H 3.6951 -3.1175 1.5590  0.064
H -1.2077 0.7099 -5.2400  0.075
H -2.2570 2.8410 4.0724  0.083
H 2.2677 -0.2990 2.3106  -0.029
H -0.4833 1.7578 -1.7390  -0.051
H -2.8312 -0.5538 -4.4143  0.075
H -2.0527 1.0051 -1.3745  0.001
H 0.0932 -3.5524 2.0581  0.053
H -3.1590 -0.7954 -2.6802  0.066
H 1.1295 3.1011 2.2408  -0.050
H 0.7688 -1.0687 2.8886  -0.023
H 0.2905 -0.2741 -5.2289  0.057
H 1.7899 -4.0967 2.2262  0.064
H 0.2790 1.3441 -4.4768  0.072